Computed, not measured: 8 unconnected molecules or ions with the total composition C28H44N4O12, with ωB97M-V with the def2-TZVPD basis set.

HOMO energy (alpha / beta), Ha: -0.005 / -0.319
<S²>: 0.751
E_LUMO (alpha / beta), eV: 2.03 / 2.02
Total energy, eV: -60275.364
Orbital gap (alpha / beta), eV: 2.17 / 10.70

ORCA input file:
```
! wB97M-V def2-TZVPD RIJCOSX def2/J DEFGRID3
* xyz -1 2
C 11.477 0.427 -6.038
C 12.166 1.695 -6.405
O 12.427 1.705 -7.752
C 12.109 0.425 -8.228
O 12.241 0.028 -9.386
O 11.635 -0.304 -7.211
H 10.483 0.706 -5.690
H 11.899 -0.005 -5.131
H 12.974 1.732 -5.675
H 11.398 2.455 -6.259
C 10.863 2.356 -2.376
C 10.606 1.980 -0.911
O 10.380 0.550 -1.056
C 10.078 0.202 -2.312
O 9.724 -0.879 -2.751
O 10.319 1.290 -3.116
H 11.935 2.448 -2.550
H 10.219 3.170 -2.709
H 9.821 2.538 -0.400
H 11.463 2.194 -0.273
C 19.450 -1.434 -2.886
C 20.799 -0.795 -2.579
O 20.694 -0.104 -1.407
C 19.556 -0.468 -0.710
O 19.241 -0.181 0.480
O 18.841 -1.272 -1.582
H 19.468 -2.444 -3.295
H 18.967 -0.839 -3.661
H 21.265 -0.173 -3.343
H 21.489 -1.600 -2.325
C 11.517 -4.838 -7.211
C 10.474 -5.664 -6.464
O 10.117 -4.761 -5.455
C 11.077 -3.871 -5.261
O 11.205 -3.107 -4.352
O 11.951 -3.910 -6.279
H 10.818 -4.432 -7.943
H 12.296 -5.386 -7.741
H 10.939 -6.559 -6.051
H 9.558 -5.832 -7.031
C 16.226 2.315 0.288
C 14.974 2.278 1.176
C 14.328 3.625 0.939
C 15.078 4.922 1.166
N 15.700 5.903 1.276
H 17.023 2.815 0.838
H 16.116 2.689 -0.730
H 16.528 1.271 0.218
H 15.222 2.111 2.225
H 14.285 1.577 0.705
H 13.465 3.703 1.600
H 13.729 3.614 0.029
C 15.681 -0.438 -7.893
C 16.905 0.458 -7.484
C 18.248 0.020 -8.024
C 19.219 1.009 -7.678
N 20.026 1.770 -7.433
H 14.789 0.031 -7.476
H 15.853 -1.473 -7.599
H 15.489 -0.523 -8.963
H 16.985 0.658 -6.416
H 16.691 1.459 -7.858
H 18.094 -0.189 -9.083
H 18.425 -0.802 -7.330
C 14.578 -0.236 -2.690
C 14.044 -1.349 -3.668
C 14.767 -1.200 -4.974
C 16.085 -1.891 -4.883
N 17.168 -2.335 -4.772
H 15.667 -0.207 -2.668
H 14.318 -0.258 -1.632
H 14.142 0.710 -3.012
H 12.971 -1.195 -3.782
H 14.156 -2.337 -3.221
H 14.856 -0.118 -5.070
H 14.309 -1.653 -5.853
C 11.936 -5.632 0.506
C 11.308 -4.173 0.434
C 11.086 -3.794 -1.083
C 9.951 -4.590 -1.660
N 9.044 -5.232 -2.081
H 11.360 -6.407 0.001
H 11.978 -5.883 1.566
H 12.992 -5.698 0.243
H 12.062 -3.463 0.773
H 10.455 -3.959 1.078
H 11.989 -3.712 -1.688
H 10.715 -2.769 -1.054
*
```

***

Computed, not measured: 2 unconnected molecules or ions with the total composition C19H22F2N, with ωB97M-V with the def2-TZVPD basis set.

HOMO energy, Ha: -0.429
E_LUMO, eV: -5.40
Total energy, eV: -26976.324
Orbital gap, eV: 6.26

ORCA input file:
```
! wB97M-V def2-TZVPD RIJCOSX def2/J DEFGRID3
* xyz 1 1
C 0.658 -2.129 0.183
N 1.739 -1.588 1.038
C 1.173 -0.993 2.297
C 0.686 0.453 2.170
C 1.720 1.352 1.503
C 2.094 0.796 0.134
C 2.595 -0.639 0.219
H 0.023 -1.317 -0.213
H 1.101 -2.678 -0.660
H 0.036 -2.826 0.756
H 0.352 -1.648 2.620
H 1.958 -1.060 3.058
H -0.254 0.479 1.604
H 0.464 0.823 3.178
H 1.330 2.370 1.400
H 2.618 1.404 2.135
H 1.232 0.843 -0.543
H 2.891 1.399 -0.313
H 3.587 -0.666 0.678
H 2.688 -1.089 -0.780
F 0.210 -7.710 3.781
C 0.844 -6.548 3.426
C 0.812 -6.159 2.087
C 1.524 -5.026 1.713
C 2.264 -4.265 2.663
C 3.054 -3.144 2.259
C 4.351 -2.914 2.817
C 5.050 -1.681 2.608
C 6.383 -1.514 2.964
C 7.016 -2.535 3.671
F 8.328 -2.371 4.028
C 6.369 -3.718 4.017
C 5.068 -3.911 3.566
C 2.188 -4.673 4.033
C 1.503 -5.820 4.415
H 0.254 -6.737 1.354
H 1.566 -4.733 0.661
H 2.742 -2.623 1.323
H 4.513 -0.845 2.160
H 6.922 -0.605 2.706
H 6.876 -4.479 4.604
H 4.587 -4.865 3.775
H 2.698 -4.070 4.787
H 1.495 -6.149 5.451
*
```

***

Computed, not measured: a molecular structure, C4H16CoO6V, with ωB97M-V with the def2-TZVPD basis set.

HOMO energy (alpha / beta), Ha: -0.212 / -0.300
<S²>: 12.011
E_LUMO (alpha / beta), eV: -0.85 / -1.03
Total energy, eV: -80005.742
Orbital gap (alpha / beta), eV: 4.91 / 7.13

ORCA input file:
```
! wB97M-V def2-TZVPD RIJCOSX def2/J DEFGRID3
* xyz 0 7
Co -3.792 -0.510 0.279
V -1.384 0.707 0.047
O -3.053 1.003 1.412
H -3.356 1.237 2.310
O -3.019 0.334 -1.351
H -2.794 -0.022 -2.232
O -1.855 -1.356 0.550
H -1.059 -1.831 0.859
O -0.639 2.582 -0.109
H 0.323 2.671 -0.255
C 2.583 1.023 1.522
C 1.446 0.278 2.278
O 0.303 0.786 1.633
H 2.637 2.088 1.745
H 2.272 1.106 0.481
H 3.606 0.705 1.723
H 1.295 0.568 3.318
H 1.422 -0.803 2.146
H 0.497 1.726 1.673
C 0.211 -2.009 -2.604
C 0.803 -1.283 -1.354
O 0.414 0.089 -1.328
H 0.365 -1.434 -3.517
H -0.874 -1.979 -2.502
H 0.494 -3.049 -2.765
H 1.890 -1.346 -1.394
H 0.593 -1.790 -0.412
H 0.671 0.508 -2.152
*
```

***

Computed, not measured: 2 unconnected molecules or ions with the total composition C2H8BN, with ωB97M-V with the def2-TZVPD basis set.

HOMO energy (alpha / beta), Ha: -0.340 / -0.274
E_LUMO (alpha / beta), eV: -0.07 / -0.29
Total energy, eV: -4365.015
Orbital gap (alpha / beta), eV: 9.18 / 7.15

ORCA input file:
```
! wB97M-V def2-TZVPD RIJCOSX def2/J DEFGRID3
* xyz 0 1
B 0.525 1.021 -0.422
C 0.667 -1.223 0.734
C 0.486 0.389 1.012
N -2.008 0.480 -1.582
H 1.116 1.686 -1.114
H 0.111 -1.751 1.553
H 0.159 -1.394 -0.139
H 1.698 -1.451 0.949
H -0.414 0.462 1.601
H 1.198 0.689 1.768
H -1.861 1.366 -2.144
H -1.678 -0.274 -2.215
*
```

***

Computed, not measured: C4H4N2O in the gas phase, with ωB97M-V with the def2-TZVPD basis set.

HOMO energy, Ha: -0.349
E_LUMO, eV: 0.62
Total energy, eV: -9237.637
Orbital gap, eV: 10.13

ORCA input file:
```
! wB97M-V def2-TZVPD RIJCOSX def2/J DEFGRID3
* xyz 0 1
N 2.435 -0.396 1.530
C 1.721 -0.235 0.634
C 0.768 0.055 -0.483
O -0.113 -0.978 -0.719
C -1.351 -0.643 -0.039
C -1.360 0.835 0.230
N -0.118 1.169 -0.064
H 1.352 0.238 -1.395
H 0.233 2.119 0.067
H -2.163 -0.989 -0.685
H -1.405 -1.175 0.924
*
```

***

Computed, not measured: a molecular structure, C3H9NOS2, with ωB97M-V with the def2-TZVPD basis set.

HOMO energy, Ha: -0.299
E_LUMO, eV: 0.38
Total energy, eV: -28462.246
Orbital gap, eV: 8.51

ORCA input file:
```
! wB97M-V def2-TZVPD RIJCOSX def2/J DEFGRID3
* xyz 0 1
C -2.817 -1.412 0.078
C 2.081 0.934 -0.354
C 1.153 1.655 0.351
N 2.475 -0.283 0.094
O -0.180 -1.298 0.801
S -1.285 0.878 -1.090
S -1.018 -1.212 -0.432
H -2.918 -2.455 0.320
H -2.916 -0.848 0.999
H -3.524 -1.152 -0.694
H 2.469 1.237 -1.313
H -0.023 1.505 -0.307
H 1.105 1.575 1.386
H 0.981 2.639 0.120
H 2.708 -0.921 -0.598
H 1.709 -0.842 0.640
*
```